{
  "formula": "C3H7NO2",
  "method": "ωB97M-V with the def2-TZVPD basis set",
  "species": ["C", "O", "H", "C", "O", "N", "H", "H", "H", "H", "H", "H", "C"],
  "coordinates": [[-0.6870, 0.3153, -0.5275], [1.3748, -0.7925, -0.6365], [0.2066, -1.3072, 1.6125], [0.6817, 0.1626, 0.0064], [-0.2258, 0.0152, -2.2799], [-0.0123, 0.6614, 2.3507], [-0.1094, 0.2840, 3.2942], [-0.9350, -0.4729, -2.7126], [1.1939, 1.1324, 0.0970], [-1.1687, 1.2812, -0.3942], [-1.3296, -0.5592, -0.4465], [0.8218, -0.4997, -1.8413], [0.1891, -0.2205, 1.4777]],
  "lowdin_charge": [0.08, -0.16, 0.12, -0.53, -0.10, 0.10, 0.05, 0.08, 0.15, 0.12, 0.12, 0.16, -0.19],
  "de_lowest_kcal_mol": 105.6,
  "e_tot_ha": -323.61261
}